A structure of composition C14H21IN3O3PS at a distorted geometry, computed with ωB97M-V/def2-TZVPD.

Summary:
molar mass	469.28	g mol⁻¹
DFT total energy	-1973.2347	a.u.
largest force on an atom	3.612	eV/Å
orbital gap	7.46	eV
spin multiplicity	1
total charge	0

Positions of all 44 atoms, in Å:
N  0.7700  -3.3167  2.2477
C  -0.2295  -2.6520  1.4332
C  0.0412  -1.4412  0.6581
C  -1.0681  -0.8169  -0.1387
N  -1.0186  0.3479  -0.9124
S  -2.5515  0.5061  -1.5571
N  -3.3989  -0.7944  -0.9628
C  -2.4582  -1.4297  -0.1749
C  -2.7027  -2.6651  0.6281
C  -1.6290  -3.2477  1.4074
P  -2.0056  -4.7741  2.4457
O  -2.6852  -5.8970  1.3814
I  -3.7533  -3.9262  4.0144
H  0.7342  -2.9787  3.2155
H  1.6636  -3.0276  1.8291
H  1.0664  -0.9957  0.6930
H  -3.7225  -3.1155  0.6188
H  -2.6114  -6.7817  1.7851
C  4.3271  0.2657  3.5151
C  5.4444  -0.5441  2.8858
C  4.7911  -1.9036  2.7169
O  3.3902  -1.6672  2.5126
C  3.1013  -0.2945  2.8177
H  4.4361  1.3423  3.3829
H  4.2757  0.0561  4.5876
H  5.6984  -0.1271  1.9068
H  6.3533  -0.5807  3.4866
H  4.9007  -2.5127  3.6201
H  5.1957  -2.4613  1.8704
H  2.9094  0.2265  1.8734
H  2.2030  -0.2369  3.4355
C  -2.3893  4.6890  -5.3800
C  -3.4836  4.1958  -4.4531
C  -2.7019  3.3378  -3.4748
O  -1.3922  3.9093  -3.3778
C  -1.2281  4.8782  -4.4208
H  -2.6481  5.6003  -5.9202
H  -2.1464  3.9141  -6.1132
H  -3.9358  5.0430  -3.9289
H  -4.2771  3.6472  -4.9615
H  -2.5942  2.3123  -3.8435
H  -3.1618  3.3054  -2.4851
H  -1.2503  5.8728  -3.9621
H  -0.2583  4.7387  -4.9018

Just the Mulliken charges please, in e? Sure, here they are:
1. N -0.5668
2. C 0.2223
3. C -0.7260
4. C 0.5113
5. N -0.6189
6. S 0.2496
7. N -0.6781
8. C 0.7560
9. C -0.5384
10. C 0.3665
11. P 0.0389
12. O -0.4820
13. I -0.1162
14. H 0.2854
15. H 0.3122
16. H 0.2594
17. H 0.3744
18. H 0.3296
19. C -0.5686
20. C -0.5488
21. C -0.5108
22. O -0.2878
23. C -0.4389
24. H 0.3394
25. H 0.2727
26. H 0.2683
27. H 0.3369
28. H 0.2997
29. H 0.2738
30. H 0.2767
31. H 0.2898
32. C -0.5139
33. C -0.5951
34. C -0.2124
35. O -0.3870
36. C -0.4653
37. H 0.3407
38. H 0.2595
39. H 0.2787
40. H 0.3352
41. H 0.1578
42. H 0.2768
43. H 0.2752
44. H 0.2681

The ion C14H21N2 with charge +1 at a distorted geometry, computed with ωB97M-V/def2-TZVPD.

Summary:
molar mass	217.34	g mol⁻¹
DFT total energy	-655.0785	a.u.
largest force on an atom	9.063	eV/Å
orbital gap	4.20	eV
energy relative to the best compared isomer or geometry (same formula, charge and spin)	783.6	kJ/mol
spin multiplicity	1
total charge	+1

Positions of all 37 atoms, in Å:
C  -2.3477  -1.2899  2.2264
C  -1.6513  -0.3303  1.3183
C  -2.4924  0.9921  1.4692
C  -0.1668  -0.1479  1.6056
C  0.3555  1.1213  1.8394
C  1.7307  1.2375  2.0085
C  2.5334  0.1061  2.0568
C  1.9539  -1.1644  2.0180
C  0.5803  -1.3026  1.7995
H  -2.1835  0.0499  -0.1403
H  -1.7216  -1.8108  2.9189
H  -3.3563  -1.0257  2.5236
H  -2.2427  1.8372  0.8034
H  -3.5859  0.8230  1.4054
H  -2.3652  1.3790  2.4836
H  -0.2947  1.9909  1.8405
H  2.1486  2.2309  2.0845
H  3.6140  0.2052  2.1724
H  2.5588  -2.0619  2.1260
H  0.0991  -2.2899  1.7957
C  -0.0180  0.2325  -1.3508
C  -1.0178  -0.8650  -1.1908
N  -1.7530  -0.9325  0.0156
C  -2.8868  -1.8523  -0.0450
C  -2.7354  -2.9775  -1.0610
C  -2.5218  -2.4291  -2.4558
N  -1.4882  -1.3927  -2.2951
H  0.2786  0.3338  -2.4076
H  -0.4693  1.1856  -1.0326
H  0.8781  0.0160  -0.7570
H  -3.0753  -2.2865  0.9563
H  -3.6949  -1.1730  -0.3654
H  -1.9235  -3.6941  -0.8352
H  -3.6740  -3.5571  -1.0474
H  -2.1864  -3.2114  -3.1658
H  -3.4475  -2.0117  -2.8885
H  -1.1247  -1.0733  -3.1704

Just the Mulliken charges please, in e? Sure, here they are:
1. C -1.9133
2. C 1.3484
3. C -1.8750
4. C -0.5681
5. C -0.0548
6. C -0.7416
7. C -0.5820
8. C -0.7086
9. C -0.4651
10. H 0.5407
11. H 0.2425
12. H 0.3937
13. H 0.4452
14. H 0.4578
15. H 0.5062
16. H 0.4272
17. H 0.4271
18. H 0.4098
19. H 0.4056
20. H 0.3984
21. C -1.2024
22. C 0.7976
23. N 0.5876
24. C -0.2111
25. C -0.7486
26. C -0.6473
27. N -0.1489
28. H 0.3834
29. H 0.3506
30. H 0.2587
31. H 0.4904
32. H 0.2551
33. H 0.3211
34. H 0.3756
35. H 0.3749
36. H 0.3710
37. H 0.2981

A structure of composition C14H21N7O4SSc at a distorted geometry, computed with ωB97M-V/def2-TZVPD.

Summary:
molar mass	428.39	g mol⁻¹
DFT total energy	-2389.5895	a.u.
largest force on an atom	1.007	eV/Å
orbital gap	7.22	eV
energy relative to the best compared isomer or geometry (same formula, charge and spin)	18.4	kJ/mol
spin multiplicity	1
total charge	-1

Positions of all 48 atoms, in Å:
Sc  -0.8200  0.1731  0.2645
N  1.5147  1.3150  -0.4503
C  1.1200  2.2033  -1.5565
C  -0.1134  2.9857  -1.1533
O  -0.1578  4.2044  -1.3743
N  -1.0434  2.2153  -0.5797
C  -2.2204  2.9197  -0.0909
C  -2.7381  2.2748  1.1788
O  -3.5541  2.8418  1.8886
O  -2.2336  1.0958  1.4184
H  1.9014  1.8713  0.3020
H  2.2333  0.6653  -0.7444
H  0.8632  1.5737  -2.4089
H  1.8888  2.9107  -1.8589
H  -3.0366  2.8906  -0.8199
H  -2.0075  3.9679  0.1024
N  -3.3672  0.0147  -3.4574
C  -2.4605  -0.3524  -2.4850
S  -3.0995  -0.8087  -0.9355
N  -1.2222  -0.3906  -2.8754
N  -0.3510  -0.7388  -1.8496
C  0.6986  -1.3381  -2.2526
C  1.8004  -1.7626  -1.3967
C  2.9547  -2.2721  -1.9970
C  4.0411  -2.6975  -1.2551
C  3.9654  -2.6162  0.1381
C  2.8319  -2.1251  0.7575
C  1.7135  -1.6842  0.0155
O  0.6596  -1.2246  0.6116
H  -4.2496  0.3341  -3.1002
H  -2.9716  0.5546  -4.2100
H  0.7782  -1.5385  -3.3193
H  2.9863  -2.3282  -3.0818
H  4.9267  -3.0836  -1.7423
H  4.8056  -2.9407  0.7425
H  2.7713  -2.0638  1.8389
N  0.1699  0.6940  2.5871
C  0.0052  -0.4640  3.4713
C  -1.4105  -0.9947  3.3504
N  -1.6552  -1.4549  1.9825
H  1.1251  1.0273  2.5914
H  -0.4424  1.4485  2.8742
H  0.2169  -0.2331  4.5183
H  0.7057  -1.2324  3.1420
H  -2.1145  -0.1876  3.5496
H  -1.5660  -1.7750  4.0975
H  -2.6421  -1.5370  1.7814
H  -1.2004  -2.3369  1.7906

Just the Mulliken charges please, in e? Sure, here they are:
1. Sc -0.1727
2. N -0.2953
3. C -0.4041
4. C 0.3726
5. O -0.7931
6. N 0.1828
7. C -0.4860
8. C 0.2756
9. O -0.7593
10. O -0.2869
11. H 0.2151
12. H 0.1647
13. H 0.1733
14. H 0.3931
15. H 0.1970
16. H 0.3492
17. N -0.5461
18. C 0.5792
19. S -0.5328
20. N -1.3032
21. N 1.3073
22. C -1.0974
23. C 0.9842
24. C -0.5701
25. C -0.7640
26. C -0.5591
27. C -0.5418
28. C 0.2695
29. O -0.1425
30. H 0.2250
31. H 0.2544
32. H 0.2002
33. H 0.3600
34. H 0.3760
35. H 0.3946
36. H 0.3351
37. N -0.1818
38. C -0.3819
39. C -0.6942
40. N -0.2829
41. H 0.2026
42. H 0.2338
43. H 0.4722
44. H 0.0247
45. H 0.3223
46. H 0.4583
47. H 0.2804
48. H 0.1920

The ion C14H21O with charge +1 at a distorted geometry, computed with ωB97M-V/def2-TZVPD.

Summary:
molar mass	205.32	g mol⁻¹
DFT total energy	-620.8747	a.u.
largest force on an atom	5.824	eV/Å
orbital gap	7.54	eV
energy relative to the best compared isomer or geometry (same formula, charge and spin)	251.3	kJ/mol
spin multiplicity	1
total charge	+1

Positions of all 36 atoms, in Å:
C  -2.5567  1.3750  0.1240
C  -1.4608  1.4170  -0.5683
C  3.3395  -0.3327  -0.5994
C  2.3693  -1.1350  -0.9253
C  -3.3462  0.1889  0.5496
C  -2.4334  -0.9760  1.0714
C  -1.6096  -1.8570  0.0786
C  -1.3672  -1.2191  -1.2897
C  2.2133  1.4972  0.6814
C  1.2129  1.6246  -0.4151
C  2.0390  -0.9408  1.2180
C  -0.7198  0.1730  -1.3040
C  2.9605  0.1592  0.7454
C  0.0947  0.7096  -0.2157
O  1.3819  -1.2963  -0.0245
H  -3.1695  2.3469  0.2629
H  -1.2353  2.5476  -0.8582
H  4.2653  0.0886  -1.1847
H  2.1096  -1.5859  -1.9871
H  -3.9805  0.4639  1.3060
H  -4.0497  -0.1880  -0.1770
H  -1.8583  -0.4351  1.8256
H  -3.1342  -1.6468  1.5883
H  -0.5962  -1.9700  0.3964
H  -2.0962  -2.7709  -0.1407
H  -0.6036  -1.8614  -1.6830
H  -2.1577  -1.4003  -2.0308
H  2.9078  2.3396  0.4994
H  1.7312  1.6961  1.6593
H  0.7482  2.6526  -0.4628
H  1.6472  1.6447  -1.4273
H  2.7158  -1.6984  1.6403
H  1.3449  -0.5826  1.9291
H  -0.5846  0.4206  -2.3586
H  3.8910  0.3299  1.3167
H  -0.0126  0.2214  0.7596

Just the Mulliken charges please, in e? Sure, here they are:
1. C -0.6019
2. C -0.1832
3. C -0.6002
4. C -0.3268
5. C -1.1498
6. C -0.7774
7. C -0.4704
8. C -1.1982
9. C -1.2004
10. C -0.5232
11. C -0.7822
12. C -0.0907
13. C 0.4757
14. C 0.7726
15. O -0.2800
16. H 0.3187
17. H 0.3823
18. H 0.3378
19. H 0.3266
20. H 0.6377
21. H 0.3945
22. H 0.2323
23. H 0.5006
24. H 0.0851
25. H 0.4861
26. H 0.4343
27. H 0.4870
28. H 0.4582
29. H 0.2844
30. H 0.4712
31. H 0.3507
32. H 0.3433
33. H 0.3967
34. H 0.3785
35. H 0.4883
36. H 0.1419

The ion C14H21O with charge +1 at a distorted geometry, computed with ωB97M-V/def2-TZVPD.

Summary:
molar mass	205.32	g mol⁻¹
DFT total energy	-620.8855	a.u.
largest force on an atom	4.393	eV/Å
orbital gap	6.80	eV
energy relative to the best compared isomer or geometry (same formula, charge and spin)	222.8	kJ/mol
spin multiplicity	1
total charge	+1

Positions of all 36 atoms, in Å:
C  -2.6146  -1.2527  -0.0031
C  -1.4254  -1.3908  0.6523
C  3.3381  0.2647  0.8233
C  2.5055  1.3345  1.0443
C  -3.4155  -0.1118  -0.6218
C  -2.2410  0.9685  -1.0140
C  -1.5304  1.7629  0.0288
C  -1.1650  1.1786  1.3180
C  2.2907  -1.5256  -0.6917
C  1.2145  -1.7980  0.3784
C  2.2440  0.9951  -1.1207
C  -0.5753  -0.2068  1.3156
C  3.0904  -0.1438  -0.6439
C  0.0801  -0.8034  0.2208
O  1.5967  1.5314  0.0770
H  -3.0218  -2.2822  -0.3375
H  -1.2588  -2.3896  1.0834
H  4.1988  0.0469  1.3800
H  2.4956  1.8913  1.9141
H  -3.9728  -0.4499  -1.4856
H  -4.1156  0.3119  0.0940
H  -1.5760  0.4616  -1.6195
H  -2.7553  1.6441  -1.6048
H  -0.6439  2.1525  -0.5468
H  -2.0354  2.6605  0.2710
H  -0.2240  1.7479  1.7499
H  -1.9614  1.0279  2.0273
H  3.1569  -2.2926  -0.6119
H  1.8783  -1.5168  -1.7397
H  0.7820  -2.8038  0.1288
H  1.6312  -1.7777  1.4077
H  2.8981  1.7009  -1.6153
H  1.4177  0.7524  -1.8164
H  -0.1311  -0.5097  2.2779
H  3.9331  -0.2270  -1.2781
H  0.1438  -0.3299  -0.8123

Just the Mulliken charges please, in e? Sure, here they are:
1. C -0.5790
2. C -0.5266
3. C -0.9868
4. C -0.4413
5. C -0.9309
6. C -1.1679
7. C -0.3921
8. C -0.9363
9. C -1.2463
10. C -0.5072
11. C -0.9369
12. C -0.2065
13. C 0.5720
14. C 1.1416
15. O -0.3150
16. H 0.3357
17. H 0.6562
18. H 0.4570
19. H 0.6500
20. H 0.4650
21. H 0.3564
22. H 0.3677
23. H 0.5984
24. H 0.0143
25. H 0.5736
26. H 0.2944
27. H 0.5296
28. H 0.4213
29. H 0.3073
30. H 0.4290
31. H 0.3614
32. H 0.3550
33. H 0.3013
34. H 0.4157
35. H 0.6858
36. H -0.1158